(1)
A single C3H5NO2 molecule. Source: the OMol25 dataset; level of theory: ωB97M-V/def2-TZVPD.

CARTESIAN COORDINATES (ANGSTROEM)
C  -1.93233  0.68251  0.16624
C  -0.25083  -0.72922  -0.55619
O  -0.53512  0.46853  -0.05273
N  1.10124  -0.91820  -0.47563
C  2.07742  -0.15068  0.17037
O  3.21473  -0.53576  0.29323
H  -2.49931  0.06833  -0.53555
H  -2.16733  1.74329  0.04100
H  -2.15226  0.38084  1.19338
H  1.44006  -1.81702  -0.79852
H  1.70373  0.80736  0.55442

spin multiplicity: 1
charge: 0
LUMO: 0.7 eV
orbital gap: 9.84 eV

Here are the Mulliken charges for atoms 1 to 4, given in e:
1. C -0.5238
2. C -0.3814
3. O -0.1759
4. N 0.0844

=====

(2)
2 unconnected molecules or ions with the total composition C18H37ClFN2O3. Source: the OMol25 dataset; level of theory: ωB97M-V/def2-TZVPD.

CARTESIAN COORDINATES (ANGSTROEM)
C  7.28481  -1.34680  0.34336
C  6.77629  0.00674  1.13382
C  5.63750  0.86648  0.26821
Cl  5.42675  2.56451  0.97960
C  4.24710  0.03799  0.01279
C  3.09307  0.23634  1.15862
O  1.85758  0.78561  0.57854
C  1.36020  -0.04598  -0.54438
C  0.64852  -1.46731  -0.02612
C  -0.83433  -1.24805  0.63824
N  -1.74170  -0.57572  -0.36811
C  -2.81587  -1.58094  -0.74362
C  -3.64805  -1.05525  -2.07540
C  -2.33344  0.71114  0.19081
C  -2.45687  1.98037  -0.85380
O  -2.78176  0.89171  1.43624
C  2.51730  -0.49454  -1.61715
C  2.02028  -0.59375  -3.17594
C  2.74532  0.49497  -4.19143
F  0.55574  -0.50194  -3.37578
N  3.74717  0.37728  -1.39952
H  6.41075  -2.15795  0.38293
H  8.17521  -1.80503  0.95114
H  7.51446  -1.18290  -0.79911
H  7.71821  0.73737  1.19187
H  6.45210  -0.17758  2.24828
H  6.13496  1.01640  -0.80682
H  4.52294  -1.12236  0.01414
H  2.83175  -0.83546  1.61444
H  3.40010  0.90233  2.07027
H  0.51285  0.61052  -1.06994
H  1.38242  -2.12716  0.62413
H  0.47792  -2.09125  -1.02864
H  -1.26693  -2.33951  0.85042
H  -0.68682  -0.65623  1.63752
H  -2.29140  -2.58375  -1.06268
H  -3.50641  -1.79152  0.18713
H  -4.01918  -1.97636  -2.70865
H  -4.52330  -0.29444  -1.80344
H  -2.87044  -0.47751  -2.75822
H  -2.83804  1.62705  -1.92850
H  -3.28510  2.72655  -0.46382
H  -1.46354  2.58131  -1.00345
H  2.84918  -1.59647  -1.30252
H  2.34792  -1.66676  -3.58267
H  2.22266  1.53793  -4.00878
H  3.91365  0.52354  -4.09858
H  2.42769  0.15716  -5.28936
H  4.48818  0.00317  -2.05086
H  3.54230  1.39249  -1.52778
C  -7.12760  -0.26782  2.62940
C  -6.98924  0.86562  3.63332
C  -6.92097  2.21621  2.93841
O  -5.80681  0.67126  4.40506
H  -6.26530  -0.30055  1.95391
H  -7.16308  -1.23453  3.14305
H  -8.03655  -0.15575  2.03032
H  -7.83833  0.85009  4.32523
H  -6.05136  2.27157  2.27391
H  -6.80908  3.02132  3.67249
H  -7.82376  2.40269  2.34864
H  -5.04757  0.68349  3.79888

spin multiplicity: 1
charge: +1
LUMO: -3.3 eV
orbital gap: 7.97 eV

Here are the Mulliken charges for atoms 1 to 4, given in e:
1. C -0.8606
2. C -0.5793
3. C -0.1443
4. Cl -0.1300

=====

(3)
6 unconnected molecules or ions with the total composition C35H38N6O11P. Source: the OMol25 dataset; level of theory: ωB97M-V/def2-TZVPD.

CARTESIAN COORDINATES (ANGSTROEM)
C  3.62663  -8.20791  3.91465
C  2.44777  -7.63405  3.14137
O  2.60846  -6.21374  2.99967
C  1.09441  -8.00627  3.74293
N  0.05083  -7.92375  2.76742
P  -1.51247  -7.73868  3.18436
C  -1.87763  -8.98659  4.53611
C  -1.67822  -6.25340  4.33368
H  3.64857  -7.79884  4.93147
H  4.57121  -7.95371  3.43060
H  3.54950  -9.29322  3.99508
H  2.45701  -7.99493  2.11023
H  2.59193  -5.83084  3.88637
H  0.95706  -7.32875  4.61344
H  1.19667  -9.01687  4.18359
H  -1.76501  -9.98821  4.11067
H  -2.91629  -8.86397  4.86170
H  -1.22948  -8.90933  5.41550
H  -0.77079  -6.01724  4.89429
H  -2.48085  -6.42721  5.05643
H  -1.95130  -5.37766  3.73845
C  -0.93924  -4.77791  0.04715
C  -0.74634  -3.86703  -0.98836
C  0.53073  -3.58520  -1.43782
C  1.59468  -4.22269  -0.81863
C  1.42860  -5.12822  0.21489
C  0.14058  -5.41632  0.64493
N  2.95051  -3.91157  -1.28450
O  3.08117  -3.12714  -2.21326
O  3.89364  -4.43224  -0.71979
H  -1.93978  -5.00233  0.39556
H  -1.59135  -3.36984  -1.44844
H  0.70964  -2.88245  -2.23741
H  2.28049  -5.59128  0.68967
H  -0.00113  -6.14505  1.44741
C  -1.19507  2.13532  -1.57877
C  -1.98689  1.12578  -2.10842
C  -2.68987  0.28239  -1.26186
C  -2.58390  0.48001  0.10062
C  -1.80269  1.47826  0.65251
C  -1.10108  2.31039  -0.20370
N  -3.34993  -0.40160  1.00698
O  -4.03497  -1.26597  0.50214
O  -3.31050  -0.15398  2.19472
H  -0.64254  2.78755  -2.24377
H  -2.05389  0.99247  -3.17833
H  -3.31167  -0.51253  -1.64489
H  -1.74516  1.58562  1.72494
H  -0.47282  3.09006  0.20558
C  7.50115  -1.77312  -1.22732
C  8.05842  -0.59763  -0.73840
C  7.25060  0.36210  -0.15297
C  5.89218  0.11251  -0.06979
C  5.31546  -1.05297  -0.53847
C  6.13659  -2.00403  -1.12566
N  5.02688  1.14487  0.53558
O  5.55312  2.18241  0.89461
O  3.83416  0.93257  0.57544
H  8.13631  -2.51816  -1.68880
H  9.12371  -0.42470  -0.81527
H  7.65271  1.28733  0.23036
H  4.25021  -1.20850  -0.45332
H  5.69505  -2.91422  -1.50589
C  -3.61261  7.31568  -4.42101
C  -4.50338  6.67232  -3.57203
C  -4.54064  5.28817  -3.51558
C  -3.67471  4.57736  -4.32470
C  -2.78215  5.19038  -5.18474
C  -2.75747  6.57503  -5.22749
N  -3.68598  3.10457  -4.24282
O  -4.48283  2.58632  -3.49115
O  -2.88389  2.49608  -4.92521
H  -3.58845  8.39504  -4.45823
H  -5.16775  7.25314  -2.94582
H  -5.21596  4.76251  -2.85743
H  -2.12261  4.59026  -5.79330
H  -2.05901  7.07880  -5.88179
C  -1.90528  9.96138  1.61324
C  -3.20724  10.18005  1.18269
C  -3.49707  10.20806  -0.17172
C  -2.46138  10.01456  -1.06656
C  -1.15689  9.79484  -0.66544
C  -0.88366  9.77021  0.69250
N  -2.76259  10.02585  -2.50958
O  -3.91443  10.21796  -2.84747
O  -1.84715  9.83081  -3.28183
H  -1.68623  9.93543  2.67236
H  -4.00149  10.32541  1.90196
H  -4.50038  10.37343  -0.53396
H  -0.38321  9.64247  -1.40258
H  0.12860  9.59602  1.03040

spin multiplicity: 1
charge: -1
LUMO: 0.1 eV
orbital gap: 3.39 eV

Here are the Mulliken charges for atoms 1 to 4, given in e:
1. C -1.5749
2. C 0.6016
3. O -0.5288
4. C -0.5532

=====

Number 2 is which compound?
C18H37ClFN2O3